Record 1
This record from OMol25 describes an isolated molecule of C4H4N2O. The level of theory is wB97M-V/def2-TZVPD.

Summary:
- relative energy (zero: lowest compared OMol25 entry of this formula, charge and spin) (eV) = 1.342
- E_HOMO (eV) = -9.1
- charge = 0
- Kohn-Sham gap (eV) = 9.1
- SMILES = [H]/N=c1/cncco1
- molar mass (g/mol) = 96.09

XYZ file:
```
11
Properties=species:S:1:pos:R:3:forces:R:3
H -1.79055 1.16402 1.98926 0.067 -0.089 -0.021
N -1.47922 1.49211 1.07722 0.226 -0.320 -0.080
C -0.68777 0.68804 0.50462 -0.125 0.210 0.008
C -0.13640 0.99845 -0.82473 0.105 -0.028 -0.163
N 0.66707 0.24959 -1.47916 -0.205 0.130 0.238
C 1.04217 -0.95197 -0.86695 -0.049 -0.076 0.165
C 0.58103 -1.29738 0.34070 0.097 0.017 -0.186
O -0.28101 -0.51009 1.04881 -0.040 0.110 -0.025
H -0.46526 1.94711 -1.24220 0.063 -0.104 -0.010
H 1.72520 -1.57684 -1.43213 -0.138 0.018 0.241
H 0.82473 -2.20303 0.88456 -0.001 0.132 -0.166
```
Forces are in eV/Å.

Record 2
This record from OMol25 describes a structure of composition C18H40N5P3SeTl in a non-equilibrium geometry. The level of theory is wB97M-V/def2-TZVPD.

Summary:
- relative energy (zero: lowest compared OMol25 entry of this formula, charge and spin) (eV) = 2.467
- E_HOMO (alpha / beta) (eV) = -16.6 / -16.6
- charge = +3
- Kohn-Sham gap (alpha / beta) (eV) = 5.8 / 5.1
- molar mass (g/mol) = 702.82

XYZ file:
```
68
Properties=species:S:1:pos:R:3:forces:R:3
Tl 2.87111 1.69185 -0.74233 -0.666 -0.288 0.781
P -1.46372 -1.01081 0.77846 -1.616 -0.600 1.361
P 1.40067 -1.75968 -0.12808 0.254 -1.438 0.600
P -0.93018 1.57004 -1.18782 -1.145 0.567 -0.183
H 4.78320 0.91724 -3.99390 1.013 0.369 0.155
C 4.66713 1.93881 -3.61960 -0.178 0.382 0.158
C 4.92327 2.28369 -2.32112 0.625 -0.083 -1.673
H 5.77529 1.84143 -1.73194 -1.517 -0.130 -0.277
C -2.69066 -2.05213 -0.10363 0.623 0.237 -0.744
C -1.22028 -2.04149 2.28083 0.871 0.061 -0.089
C -2.61033 0.21503 1.55436 0.296 0.621 -0.404
C 2.93506 -1.82751 -1.15848 -0.107 0.407 -0.323
C 2.22794 -2.11130 1.48846 -0.221 0.451 0.055
C 0.79650 -3.47089 -0.51866 -0.127 0.343 -0.155
C -0.11170 2.56082 -2.49583 0.219 -0.118 -0.230
C -1.37177 3.00146 -0.11487 0.321 -0.150 0.507
C -2.56272 1.37187 -2.05637 0.320 -0.151 -0.058
H 4.33591 2.66236 -4.42641 -0.367 -0.727 1.482
H 4.45159 3.20289 -1.97180 1.073 0.585 -0.177
H -3.46122 -2.34996 0.61909 0.195 0.100 -0.132
H -2.19651 -2.93749 -0.51936 -0.272 0.097 0.045
H -3.13520 -1.45863 -0.91199 -0.034 -0.287 0.127
H -2.20200 -2.20057 2.75761 0.383 -0.006 -0.302
H -0.57368 -1.47421 2.96878 -0.185 -0.364 -0.065
H -0.75370 -3.00400 2.01927 -0.200 0.341 0.333
H -3.22151 -0.32907 2.29912 0.331 0.233 -0.392
H -3.27713 0.64006 0.78237 0.335 -0.098 0.459
H -2.00062 1.00635 2.03024 -0.553 -0.396 -0.262
H 3.37340 -2.83561 -1.05134 -0.052 0.505 -0.104
H 3.66242 -1.06866 -0.81878 -0.140 -0.402 -0.140
H 2.67511 -1.63706 -2.21130 0.263 -0.160 0.233
H 2.89843 -2.97557 1.36631 -0.227 0.257 0.064
H 1.48782 -2.31946 2.27409 0.370 0.077 -0.229
H 2.81770 -1.22556 1.77496 -0.197 -0.359 0.049
H 1.64160 -4.16535 -0.38090 -0.435 0.138 -0.084
H 0.44988 -3.49274 -1.56496 0.170 -0.227 0.419
H -0.03861 -3.75946 0.13539 0.333 0.006 -0.226
H -0.73322 3.43751 -2.72343 0.250 -0.221 -0.094
H 0.00278 1.93196 -3.38417 0.012 0.318 0.103
H 0.87750 2.91542 -2.17040 -0.216 0.042 -0.197
H -1.50669 3.89141 -0.74802 -0.086 -0.275 0.307
H -0.55412 3.16600 0.60294 -0.326 0.147 -0.179
H -2.28395 2.79806 0.46319 0.299 0.137 -0.224
H -2.87818 2.36029 -2.43302 -0.018 -0.455 0.125
H -3.33405 0.96470 -1.38332 0.272 0.210 -0.300
H -2.41828 0.67458 -2.89791 -0.293 0.329 0.232
C 0.52599 -0.87633 -4.77495 0.444 0.874 -0.876
C 1.49035 0.28917 -4.79107 0.584 -1.311 0.298
C 2.49560 0.19210 -5.88467 -0.556 -0.045 -1.257
C 2.15634 -0.42088 -7.06891 1.161 0.460 0.807
C 0.92043 -1.13088 -7.14654 -0.703 -0.051 0.508
C 0.17594 -1.43604 -6.01083 -0.549 0.179 0.457
Se -0.30341 -1.28938 -3.23452 -0.382 -0.070 0.644
H 0.78854 1.11733 -5.03006 0.480 0.041 0.156
H 2.01326 0.44348 -3.82642 -0.608 0.168 -0.370
H 3.44050 0.70874 -5.69504 -0.365 -0.158 -0.583
H 2.84698 -0.42028 -7.92618 -0.466 0.019 0.478
H 0.53004 -1.46688 -8.10444 0.282 -0.075 0.047
H -0.76246 -2.00877 -5.98794 0.709 -0.082 -0.676
N -1.06102 2.34610 4.78575 0.303 -0.666 -1.177
N 0.01220 1.80220 4.05257 1.658 0.612 -0.744
N 1.23992 1.61136 4.59006 -1.315 -0.245 -1.542
C 1.96941 1.33714 3.48601 -0.840 0.036 0.559
N 1.23195 1.40554 2.35160 -0.257 0.183 0.604
N -0.01504 1.74683 2.71039 1.206 -0.481 1.711
H -1.92435 1.99188 4.33712 0.616 0.274 0.767
H -0.93942 2.06620 5.75468 -0.187 -0.098 -0.038
H 3.02842 1.03149 3.55401 -0.864 0.415 -0.126
```
Forces are in eV/Å.

Record 3
This record from OMol25 describes a structure of composition C30H51CdN8OS3Si2. The level of theory is wB97M-V/def2-TZVPD.

Summary:
- relative energy (zero: lowest compared OMol25 entry of this formula, charge and spin) (eV) = 0.962
- E_HOMO (eV) = -10.1
- charge = +1
- Kohn-Sham gap (eV) = 8.2
- molar mass (g/mol) = 804.58

XYZ file:
```
96
Properties=species:S:1:pos:R:3:forces:R:3
Cd 0.43853 0.45859 0.86409 0.283 -0.344 -0.164
C 2.66673 3.73530 -3.03701 0.002 -0.024 0.049
C 3.32664 2.83588 -2.05955 -0.137 -0.025 0.111
N 4.58741 2.58009 -1.98679 0.000 -0.191 0.257
N 4.69239 1.71382 -0.92371 0.304 0.028 -0.165
C 3.53019 1.40587 -0.33631 0.004 -0.015 0.039
S 3.23818 0.41878 0.97445 0.131 0.054 -0.018
N 2.64275 2.13748 -1.07489 -0.302 0.032 -0.228
N 1.27569 2.13986 -0.82304 0.317 0.103 -0.113
H 3.42568 4.15230 -3.69279 0.008 0.005 0.000
H 2.14812 4.55048 -2.52928 0.004 -0.018 -0.003
H 1.93782 3.19473 -3.64432 0.004 0.004 0.005
H 5.59138 1.36320 -0.64351 0.041 0.016 -0.006
H 0.75862 2.06216 -1.68927 -0.047 -0.045 -0.143
H 1.01864 3.00350 -0.34980 0.029 -0.092 -0.165
C -2.98170 2.21543 0.08448 -0.126 0.013 -0.159
Si -2.48303 2.04425 1.88464 0.206 0.011 0.037
C -3.16066 0.49121 2.69566 -0.067 -0.157 0.039
C -3.34571 3.48164 2.72334 -0.140 0.137 0.142
C -0.60750 2.06642 2.07812 -0.173 -0.236 0.403
C -0.19772 1.43798 3.38422 0.018 0.049 -0.047
C -0.51816 1.95852 4.64753 -0.018 -0.009 -0.093
C -0.04762 1.34172 5.78916 0.000 0.005 0.031
C 0.73274 0.19667 5.67908 -0.024 0.001 0.086
C 0.97502 -0.29539 4.41630 -0.076 0.074 -0.204
N 0.52202 0.29676 3.30394 -0.013 0.082 0.064
Si 0.12939 3.77432 1.88301 -0.023 -0.236 0.129
C -0.33366 5.04957 3.16478 -0.086 0.157 0.108
C 2.00719 3.69269 1.94399 0.184 0.057 -0.019
C -0.41563 4.48809 0.21594 -0.172 0.160 -0.163
H -4.00561 1.84720 -0.04991 0.099 0.034 0.002
H -2.34460 1.65654 -0.60377 -0.033 0.026 0.011
H -2.97427 3.27117 -0.20265 -0.034 -0.080 -0.003
H -3.81247 0.76942 3.53005 0.054 -0.053 -0.048
H -2.36478 -0.14588 3.09308 -0.071 0.006 -0.041
H -3.74222 -0.10960 1.99328 0.000 0.033 0.048
H -4.42750 3.34405 2.61107 0.065 0.031 0.021
H -3.08942 4.44470 2.27340 -0.076 -0.077 0.015
H -3.13481 3.53867 3.79648 -0.043 0.017 -0.100
H -1.14484 2.83793 4.71508 0.074 -0.009 0.011
H -0.28341 1.74908 6.76459 -0.015 -0.002 -0.016
H 1.12994 -0.30760 6.54945 -0.022 0.020 -0.023
H 1.55496 -1.19803 4.27103 0.006 0.007 0.000
H -0.01283 4.76250 4.16864 0.024 0.025 -0.047
H -1.40239 5.26389 3.19262 0.096 0.027 0.043
H 0.18943 5.97787 2.90937 -0.028 -0.024 0.041
H 2.36201 4.11019 2.89164 -0.013 -0.027 -0.080
H 2.47384 4.28361 1.14583 0.012 -0.012 0.069
H 2.38685 2.67177 1.88188 0.019 0.079 0.029
H -1.22654 5.20757 0.37729 0.076 -0.093 -0.038
H -0.80273 3.73448 -0.47690 -0.012 0.151 0.028
H 0.39647 5.04016 -0.27346 -0.083 0.007 0.033
C -3.04087 -3.93023 0.56597 -0.069 -0.001 -0.117
N -2.76633 -3.54577 -0.81127 0.094 -0.217 0.224
C -3.00612 -4.35092 -1.91512 -0.069 0.016 0.272
C -2.65819 -3.64753 -2.99747 0.130 0.133 -0.113
N -2.19282 -2.40982 -2.55206 0.180 0.084 -0.237
C -2.25740 -2.34517 -1.18532 -0.234 -0.010 -0.148
S -1.93982 -1.06434 -0.14162 -0.221 0.054 0.012
C -1.67522 -1.43514 -3.46039 -0.203 -0.063 0.090
C -2.34727 -1.24509 -4.66157 -0.118 0.000 -0.021
C -1.80321 -0.36576 -5.57738 -0.103 -0.006 -0.078
C -0.62326 0.28769 -5.26320 0.062 0.028 0.016
C -0.05049 0.02992 -4.03108 0.065 -0.002 0.115
N -0.56012 -0.81515 -3.13367 0.164 -0.068 -0.027
H -2.83242 -4.99118 0.68493 0.004 -0.010 -0.010
H -4.08083 -3.73181 0.81886 -0.028 0.021 -0.003
H -2.40858 -3.34349 1.22405 0.026 0.036 0.023
H -3.40464 -5.34749 -1.82573 0.022 0.071 0.028
H -2.66620 -3.91814 -4.03893 0.027 0.049 0.059
H -3.27644 -1.76176 -4.86439 0.032 0.045 0.026
H -2.30077 -0.18874 -6.52162 0.012 -0.009 0.001
H -0.15710 0.97163 -5.95908 -0.001 -0.001 0.034
H 0.88741 0.50010 -3.74919 -0.006 0.014 0.001
C 2.24966 -5.00114 -3.95246 -0.013 0.025 -0.002
C 1.24706 -4.19611 -3.13091 0.150 -0.080 0.016
C 1.94013 -3.40031 -2.02769 0.029 -0.074 -0.131
S 0.71985 -2.69856 -0.90952 0.122 0.369 -0.005
O 1.37235 -1.43548 -0.36726 -0.255 -0.149 0.130
C 0.77895 -3.95520 0.37956 0.026 0.021 0.148
C 2.05432 -4.00578 1.22222 -0.024 0.098 0.037
C 2.02571 -3.02553 2.39211 0.005 -0.110 0.003
H 1.75330 -5.52869 -4.76666 0.012 -0.003 0.006
H 2.75787 -5.74281 -3.33272 -0.006 0.030 -0.018
H 3.01123 -4.35119 -4.38886 -0.025 -0.020 0.012
H 0.51079 -4.87540 -2.68788 -0.016 0.012 -0.016
H 0.69509 -3.51087 -3.77760 -0.052 0.029 0.028
H 2.47854 -2.53584 -2.41700 0.010 -0.024 -0.037
H 2.63890 -4.02314 -1.46828 0.052 0.057 -0.016
H 0.58377 -4.88833 -0.16086 0.010 0.026 0.046
H -0.08876 -3.74409 1.01080 0.006 -0.053 -0.020
H 2.93160 -3.80818 0.60195 -0.014 -0.014 0.005
H 2.16305 -5.02137 1.60527 0.030 -0.039 -0.023
H 1.91703 -2.00293 2.03655 -0.019 0.031 0.000
H 2.94952 -3.08809 2.97118 -0.047 -0.009 -0.031
H 1.19193 -3.25442 3.06273 0.031 0.031 -0.040
```
Forces are in eV/Å.

- Which of these has the lowest charge?
  C4H4N2O

- Which value of relative energy (zero: lowest compared OMol25 entry of this formula, charge and spin) does entry 3 give?
  0.962 eV

- Among the records above, which one has the highest relative energy (zero: lowest compared OMol25 entry of this formula, charge and spin)?
  C18H40N5P3SeTl

- Look up the relative energy (zero: lowest compared OMol25 entry of this formula, charge and spin) of the third one.
  0.962 eV